Molecular formula: C33H36ClO16P
Method: DFT, wB97M-V/def2-TZVPD

Properties
Lowest unoccupied orbital energy ... -1.7 eV
SMILES ... C=CC(=O)OCCCCCCC1=C(CCO)C(=O)C(CCOC(C)=O)=C(P(O)Cl)C1=O.O=C1C=C(O)C(=O)C=C1O.O=C1C=C(O)C(=O)C=C1O

Geometry as ORCA input:
```
! wB97M-V def2-TZVPD RIJCOSX def2/J DEFGRID3
* xyz 0 1
H -3.07413 0.30648 1.99846
H 2.83860 2.16091 -3.76046
H 6.20145 5.03284 -1.14853
C -6.69866 4.01718 -0.39395
H -2.18054 -2.55414 1.30968
C -4.96100 5.71107 -1.14781
C 0.84963 -2.18183 -1.78276
H -3.29278 0.40096 -0.63190
C 3.17712 -7.81287 1.60751
H 2.55927 -2.27343 -3.17697
C -7.34135 5.00006 0.24620
C 0.89163 1.53432 -2.96380
O 2.70897 -5.35737 -0.90283
C -1.38935 0.89858 -2.50855
C -2.37473 -1.70030 1.97356
H -2.55744 -1.66040 -1.53853
H -1.38219 -0.53479 3.53039
O 3.44093 -7.44403 3.90405
H -3.05615 -2.09426 2.74708
H 6.85132 3.54419 -1.81160
H -0.16672 -3.20441 2.68211
H 1.85902 -1.64257 2.18377
H 2.23042 2.19556 -0.87575
C -0.30058 1.97416 -2.61338
H 2.49474 -3.51725 -1.93474
C 2.06192 2.48871 -3.06004
C 1.21745 -1.08387 4.22639
C 2.71498 2.76507 -1.68042
O 4.13369 2.48199 -1.73853
P -0.66090 3.73668 -2.22606
C 2.31125 -2.44637 -2.12305
C -3.11221 -0.53720 1.28890
Cl -0.54984 3.98112 -0.13926
H 0.24195 -2.98745 -2.22220
O 3.16088 -1.72771 -1.21464
H 4.07719 -1.88275 -1.47845
C -1.82246 -1.11882 -0.92198
O 2.97397 -3.66020 1.17733
H -8.71971 5.65154 1.30240
C -1.10971 -1.24429 2.73541
C 5.93109 4.13083 -1.70502
C 0.28950 -0.85990 -2.29336
C 2.89596 -5.86685 0.18830
O 1.67610 -0.34781 -4.17443
O -2.28585 3.87583 -2.51772
O -2.49531 1.07365 -2.87705
O 1.16640 -0.20382 4.98986
H -4.18260 -0.74042 1.15494
H 2.62514 3.82634 -1.40540
C -2.47824 -0.02774 -0.03395
H 1.69988 3.45668 -3.43085
C -5.47860 4.29825 -1.14102
H 5.53486 4.41755 -2.68621
H -7.05039 2.99504 -0.38267
H -1.36827 -2.96824 3.95578
O -4.86952 3.43436 -1.74643
O -3.83272 5.95095 -1.81449
C 3.03791 -4.97958 1.39010
H -1.23439 -1.85945 -0.37628
H 3.40676 0.34272 2.12644
H 3.40052 -9.22455 2.78982
C -0.89675 -0.41716 -1.92326
C -5.61214 6.69173 -0.50505
H -2.78447 3.28686 -1.91748
H 3.91823 -0.24381 3.85558
H -1.73769 0.76559 0.14914
C 1.04617 0.03929 -3.25585
H 3.32132 -4.85739 3.48976
H 0.74473 -2.25497 -0.69072
H -3.52703 5.10477 -2.22155
O 0.43600 -2.19681 4.47133
H -5.25488 7.71177 -0.50091
C -0.52244 -2.48953 3.44454
H -0.37968 -0.76246 2.06898
C -6.84260 6.41178 0.22055
C 3.21885 -0.25513 3.02013
O 4.66926 3.46688 0.18200
O -7.47972 7.26752 0.80755
O 3.27047 -9.12440 1.82626
C 3.29084 -6.92950 2.81286
C 4.85460 3.35130 -0.96617
C 2.99037 -7.30769 0.38225
H 2.90359 -7.93507 -0.49379
H 2.84369 -3.53334 0.21630
O -8.45831 4.78144 0.94175
C 3.22019 -5.48548 2.61522
C 2.13328 -1.02514 3.04321
*
```

Results of the Löwdin charge analysis, in e, for atoms 1 through 6:
1 H 0.112
2 H 0.129
3 H 0.088
4 C 0.075
5 H 0.106
6 C -0.226

---

Molecular formula: C26H46O21
Method: DFT, wB97M-V/def2-TZVPD

Properties
Lowest unoccupied orbital energy ... -0.4 eV
SMILES ... C[C@H]1COC(=O)O1.C[C@H]1COC(=O)O1.C[C@H]1COC(=O)O1.C[C@H]1COC(=O)O1.C[C@H]1COC(=O)O1.C[C@H]1COC(=O)O1.CO.CO.O
Relative energy (zero: lowest compared OMol25 entry of this formula, charge and spin) ... 0.0 kJ/mol

Geometry as ORCA input:
```
! wB97M-V def2-TZVPD RIJCOSX def2/J DEFGRID3
* xyz 0 1
O -0.58060 0.40283 -0.98915
H -0.64071 -0.91079 4.58171
H -2.36211 -1.15321 4.38199
C 0.52282 -1.69367 -0.74096
C -1.05525 1.29408 -0.09394
H -0.24297 -0.93201 1.70256
H -2.64500 5.65812 2.42736
O 5.94069 -0.75422 -3.35114
C 0.64387 4.67511 -2.15265
H -1.66618 -1.40363 -0.90675
H 4.55925 -3.59275 4.43509
O -0.56256 -5.07942 -1.55996
H -3.08315 4.09126 -0.74286
O 6.33382 -0.10171 1.74812
H -3.23002 -6.50254 1.43356
H -3.78967 5.63974 -1.26962
H -3.64006 1.65381 3.55705
H -1.71983 -3.49917 4.75275
O -5.05170 6.32124 0.86829
C -1.03570 -0.69815 0.99023
H -4.83603 4.29911 -0.98177
C -1.44080 -5.11880 -0.76360
H 2.75823 -0.48078 3.43111
H 2.44494 4.15282 -3.17750
C 3.78410 -1.75636 -3.06890
H 0.69006 -1.67031 -1.81844
H 3.09529 -0.91489 -3.16621
O 0.93303 4.51000 -4.53617
H 1.32817 -1.19494 -0.20502
H 3.21183 -2.64646 -3.35769
H -4.96131 0.46485 1.29572
C -3.11278 -5.89345 0.53613
H -1.89062 -1.29661 1.31237
C -4.02731 -3.53001 1.04378
O -3.96015 0.89181 3.06915
H -2.22544 -4.36819 1.81792
C -4.37602 7.49957 0.89074
O 1.30476 -4.08475 1.79707
C -4.47719 1.28485 1.81779
H 0.46243 -2.72718 -0.41719
O -1.38640 0.68873 1.06432
C 6.53323 -0.01185 -4.31229
H 0.76415 -4.54651 2.44566
C 1.37388 3.97832 -3.27798
O -4.86310 8.56252 0.71504
C -2.84150 5.89004 1.38143
H 0.48499 2.09272 -2.57035
H -4.50579 4.41079 1.39705
H 2.78136 -3.39622 4.27851
C 4.78646 -1.04779 -5.33103
H -4.45729 -3.54586 2.04236
O -3.06910 7.27892 1.15518
H 5.39382 -2.67833 -4.03337
H 1.00505 4.32057 -1.18750
C -0.77069 -0.93848 -0.49887
H 0.84854 -4.21883 0.96024
C 1.06241 2.47986 -3.40752
C -4.12298 5.24753 0.81599
O 7.50690 0.64593 -4.16829
C 5.34741 -0.63651 2.12194
H 4.87040 -1.80647 -6.10952
O -1.12025 2.46465 -0.29905
H 0.70263 5.75848 -2.23499
C 3.96336 -2.29944 2.83718
C 3.13876 -1.04285 2.57790
O -0.34496 3.76553 -6.24147
H -4.79466 -3.72705 0.29484
H 3.77778 -0.63591 -5.41844
H 3.76792 -3.02149 2.04497
C 5.00897 -1.65868 -3.94124
H -4.04188 -6.03745 -0.02193
H 4.03213 -1.90211 -2.01895
H 3.87019 -2.12673 4.96162
O 5.83295 -0.11114 -5.46796
O 5.31159 -1.81723 2.79620
C -1.46379 -1.57751 4.83499
H -5.19899 2.10615 1.91292
H -0.42111 4.42388 -2.19085
O 0.30857 2.37570 -4.60895
C 0.24543 3.58824 -5.23070
O -1.96981 -4.02390 -0.17095
H -3.68899 1.67299 1.16049
C -3.92131 4.77182 -0.61370
H 1.97987 1.89380 -3.49581
H -3.68727 -2.50675 0.86564
C -2.83771 -4.44448 0.91383
H 2.31987 -1.26052 1.89354
C 3.74646 -2.90182 4.20170
H -1.52531 -1.66907 5.91615
O -1.23227 -2.86789 4.21715
O -2.01093 -6.24549 -0.28956
O 4.09688 -0.14422 1.96752
H -1.98600 5.59617 0.77596
*
```

Results of the Löwdin charge analysis, in e, for atoms 1 through 6:
1 O 0.080
2 H 0.073
3 H 0.067
4 C 0.004
5 C -0.556
6 H 0.128